The following is a quantum chemistry calculation of an isolated ion of composition C8H12N3S and charge +1, from OMol25.

Computed properties:
Net charge: +1
HOMO-LUMO gap (alpha / beta): 6.554 / 6.553 eV
LUMO level (alpha / beta): -5.5825 / -5.5833 eV
F_max: 6.5 eV Å⁻¹

Each atom is followed by the atoms it is bonded to, with distances in Å.
Positions of all 24 atoms, in Å:
1 C -3.29 -0.71 0.65  C4 1.449, N9 1.253, H13 1.162
2 C 0.54 0.14 0.06  C3 1.338, C7 1.527, N11 1.343
3 C 1.00 -1.11 -0.13  C2 1.338, C8 1.522, S12 1.779
4 C -3.07 0.33 -0.32  C1 1.449, C5 1.520, N10 1.286
5 C -1.71 0.39 -1.00  C4 1.520, N11 1.378, H14 1.104, H15 1.078
6 C -1.20 -1.81 0.98  N9 1.226, S12 1.749, H16 1.086
7 C 1.56 1.14 0.61  C2 1.527, H17 1.048, H18 1.016, H19 1.086
8 C 2.37 -1.62 -0.54  C3 1.522, H20 1.175, H21 1.131, H22 1.138
9 N -2.38 -1.49 1.03  C1 1.253, C6 1.226
10 N -4.05 1.14 -0.54  C4 1.286, H23 0.984
11 N -0.72 0.57 -0.05  C2 1.343, C5 1.378, H24 1.111
12 S -0.33 -2.24 -0.48  C3 1.779, C6 1.749
13 H -4.36 -1.13 0.86  C1 1.162
14 H -1.48 -0.52 -1.59  C5 1.104
15 H -1.74 1.19 -1.71  C5 1.078
16 H -0.62 -1.94 1.88  C6 1.086
17 H 2.12 1.72 -0.05  C7 1.048
18 H 2.26 0.68 1.19  C7 1.016
19 H 1.11 1.87 1.27  C7 1.086
20 H 2.64 -1.22 -1.61  C8 1.175
21 H 2.27 -2.74 -0.67  C8 1.131
22 H 3.28 -1.40 0.10  C8 1.138
23 H -4.11 1.87 -1.20  N10 0.984
24 H -0.76 1.56 0.44  N11 1.111